1.
Molecular formula: C43H48N8O12SSi2
Method: DFT, the ωB97M-V functional and the def2-TZVPD basis

* frontier orbital gap: 0.29451 hartree
* net charge: 0
* HOMO level: -8.9 eV

CARTESIAN COORDINATES (ANGSTROEM)
C: -2.149 0.820 -0.395
C: -1.584 -0.445 -1.152
O: -1.349 -1.506 -0.214
C: -2.207 -2.637 -0.419
Si: -2.398 -3.491 1.291
N: -3.774 -4.635 1.203
C: -3.702 -5.232 0.155
S: -3.502 -6.003 -1.245
O: -2.682 -2.242 2.387
Si: -3.012 -2.767 3.982
C: -1.853 -1.776 5.139
C: -0.887 -0.782 4.380
C: 0.566 -1.383 4.144
C: 0.939 -1.539 2.623
N: 1.644 -0.344 2.068
C: -0.794 -4.455 1.570
C: -0.476 -5.243 2.786
C: 0.787 -5.939 2.783
N: 1.747 -5.995 1.843
C: 1.514 -5.255 0.734
C: 0.289 -4.507 0.590
H: -2.677 1.499 -1.112
H: -1.307 1.420 0.041
H: -2.849 0.560 0.430
H: -0.591 -0.127 -1.571
H: -2.249 -0.756 -1.994
H: -3.206 -2.396 -0.865
H: -1.694 -3.324 -1.158
H: -4.407 -2.391 4.311
H: -2.936 -4.222 4.165
H: -2.515 -1.182 5.822
H: -1.240 -2.493 5.742
H: -0.738 0.097 5.070
H: -1.309 -0.352 3.439
H: 1.333 -0.703 4.601
H: 0.622 -2.408 4.598
H: 0.006 -1.659 2.023
H: 1.568 -2.465 2.499
H: 2.446 -0.097 2.651
H: 2.005 -0.671 1.166
H: -1.187 -5.278 3.638
H: 0.993 -6.542 3.704
H: 2.253 -5.210 -0.100
H: 0.157 -3.918 -0.348
C: 0.702 -1.355 -7.091
C: 1.577 -2.075 -6.285
C: 1.838 -1.650 -4.991
C: 1.215 -0.505 -4.513
C: 0.346 0.225 -5.312
C: 0.092 -0.205 -6.607
N: 1.469 -0.067 -3.138
O: 2.250 -0.720 -2.468
O: 0.880 0.923 -2.740
H: 0.495 -1.692 -8.100
H: 2.052 -2.970 -6.667
H: 2.520 -2.217 -4.371
H: -0.137 1.121 -4.943
H: -0.586 0.355 -7.238
C: -1.286 7.064 1.482
C: -2.672 7.146 1.479
C: -3.436 5.990 1.553
C: -2.799 4.760 1.634
C: -1.415 4.667 1.630
C: -0.657 5.827 1.553
N: -3.602 3.537 1.737
O: -4.815 3.649 1.718
O: -3.007 2.480 1.838
H: -0.691 7.969 1.430
H: -3.158 8.113 1.422
H: -4.516 6.063 1.550
H: -0.917 3.708 1.688
H: 0.424 5.768 1.552
C: -5.609 -2.246 -8.613
C: -4.735 -1.796 -9.595
C: -3.888 -0.729 -9.334
C: -3.922 -0.124 -8.086
C: -4.797 -0.562 -7.101
C: -5.644 -1.627 -7.370
N: -3.011 0.987 -7.798
O: -2.267 1.358 -8.690
O: -3.043 1.473 -6.682
H: -6.267 -3.083 -8.818
H: -4.713 -2.280 -10.564
H: -3.210 -0.385 -10.105
H: -4.828 -0.088 -6.128
H: -6.328 -1.979 -6.608
C: 5.250 -5.562 0.469
C: 6.103 -5.108 -0.529
C: 6.924 -4.014 -0.295
C: 6.884 -3.388 0.942
C: 6.030 -3.830 1.943
C: 5.209 -4.923 1.702
N: 7.769 -2.246 1.202
O: 8.492 -1.873 0.296
O: 7.732 -1.740 2.309
H: 4.613 -6.421 0.286
H: 6.130 -5.609 -1.489
H: 7.586 -3.667 -1.078
H: 5.994 -3.340 2.907
H: 4.540 -5.280 2.475
C: 4.096 7.565 5.267
C: 3.396 7.149 6.393
C: 2.029 7.370 6.481
C: 1.374 8.003 5.434
C: 2.066 8.429 4.309
C: 3.434 8.208 4.229
N: -0.076 8.215 5.513
O: -0.648 7.846 6.522
O: -0.624 8.744 4.562
H: 5.163 7.387 5.199
H: 3.916 6.650 7.201
H: 1.491 7.042 7.361
H: 1.558 8.927 3.494
H: 3.983 8.533 3.354

2.
Molecular formula: C43H48O23S
Method: DFT, the ωB97M-V functional and the def2-TZVPD basis

* frontier orbital gap: 0.29562 hartree
* net charge: 0
* HOMO level: -9.7 eV

CARTESIAN COORDINATES (ANGSTROEM)
C: 1.265 -1.222 -0.274
C: 0.152 -0.094 -0.245
C: 0.515 0.859 0.943
C: -0.532 1.983 1.206
C: -1.057 2.641 -0.118
C: -2.023 3.836 0.123
C: -1.330 5.179 0.520
C: -1.014 6.113 -0.704
C: 0.545 6.355 -0.811
C: 1.190 5.053 -1.390
C: 2.289 5.273 -2.485
C: 3.273 4.068 -2.479
C: 2.595 2.684 -2.636
O: 2.441 2.253 -4.016
S: 0.864 2.133 -4.516
O: 0.252 3.484 -4.332
O: 0.048 1.126 -3.457
H: 0.890 -2.169 -0.699
H: 1.657 -1.414 0.744
H: 2.103 -0.892 -0.923
H: -0.816 -0.610 -0.110
H: 0.243 0.441 -1.207
H: 0.566 0.223 1.852
H: 1.541 1.234 0.747
H: 0.001 2.800 1.743
H: -1.379 1.590 1.814
H: -0.158 2.889 -0.712
H: -1.625 1.881 -0.701
H: -2.704 3.974 -0.742
H: -2.685 3.552 0.974
H: -2.064 5.739 1.144
H: -0.448 5.010 1.164
H: -1.386 5.683 -1.657
H: -1.468 7.120 -0.607
H: 0.928 6.508 0.223
H: 0.781 7.275 -1.376
H: 0.374 4.483 -1.884
H: 1.614 4.385 -0.612
H: 1.772 5.336 -3.467
H: 2.778 6.255 -2.329
H: 4.014 4.178 -3.295
H: 3.842 4.102 -1.524
H: 3.268 1.939 -2.153
H: 1.619 2.588 -2.125
H: -0.887 1.362 -3.506
C: 4.480 -3.827 0.867
C: 5.638 -4.355 1.270
C: 5.732 -5.766 1.747
O: 6.812 -6.208 2.085
C: 4.504 -6.560 1.789
C: 3.345 -6.031 1.390
C: 3.257 -4.628 0.888
O: 2.183 -4.196 0.518
O: 2.199 -6.734 1.419
O: 6.778 -3.643 1.264
H: 4.400 -2.806 0.518
H: 4.580 -7.575 2.152
H: 1.517 -6.129 1.081
H: 7.463 -4.250 1.596
C: -2.566 -0.977 5.027
C: -3.511 -1.541 5.782
C: -4.674 -0.757 6.295
O: -5.519 -1.320 6.963
C: -4.741 0.667 5.969
C: -3.792 1.232 5.217
C: -2.645 0.442 4.682
O: -1.816 0.996 3.986
O: -3.821 2.538 4.900
O: -3.465 -2.842 6.118
H: -1.720 -1.535 4.649
H: -5.577 1.228 6.360
H: -3.031 2.688 4.353
H: -4.259 -2.996 6.660
C: -9.869 4.884 6.343
C: -8.860 4.212 5.784
C: -7.629 3.868 6.553
O: -6.744 3.237 6.005
C: -7.539 4.313 7.943
C: -8.546 4.989 8.501
C: -9.790 5.309 7.740
O: -10.687 5.911 8.296
O: -8.493 5.413 9.774
O: -8.903 3.810 4.502
H: -10.767 5.137 5.796
H: -6.635 4.073 8.485
H: -9.338 5.868 9.931
H: -8.060 3.350 4.347
C: 3.943 -0.616 -4.838
C: 3.309 -1.355 -5.751
C: 3.889 -2.630 -6.266
O: 3.263 -3.280 -7.083
C: 5.198 -3.043 -5.761
C: 5.834 -2.302 -4.851
C: 5.241 -1.041 -4.316
O: 5.850 -0.410 -3.474
O: 7.038 -2.655 -4.370
O: 2.114 -0.990 -6.251
H: 3.532 0.308 -4.456
H: 5.616 -3.960 -6.154
H: 7.274 -1.959 -3.732
H: 1.874 -1.689 -6.884
C: 0.850 -8.225 -5.004
C: 1.897 -7.846 -4.269
C: 2.850 -6.800 -4.745
O: 3.779 -6.474 -4.031
C: 2.621 -6.211 -6.063
C: 1.575 -6.592 -6.800
C: 0.608 -7.619 -6.313
O: -0.340 -7.921 -7.012
O: 1.339 -6.072 -8.016
O: 2.147 -8.386 -3.063
H: 0.152 -8.980 -4.669
H: 3.326 -5.468 -6.404
H: 0.531 -6.511 -8.332
H: 2.952 -7.943 -2.744